125
Properties=species:S:1:pos:R:3 method="wB97M-V/def2-TZVPD" total_charge=0 spin_multiplicity=1 smiles="NC(N)=O.NC(N)=O.NC(N)=O.NC(N)=O.CC(C)O.CC(C)O.CC(C)O.CC(C)O.CC(C)O.CC(C)O.CC(C)O.CCO" homo_ev=-9.37 total_energy_ev=-65759.5972 orbital_gap_ev=9.384
N -43.06 7.76 -13.60
C -43.59 6.74 -14.30
N -44.89 6.85 -14.69
O -42.99 5.65 -14.39
H -42.13 7.74 -13.22
H -43.63 8.58 -13.50
H -45.38 7.72 -14.61
H -45.26 6.04 -15.14
N -43.50 2.31 -14.91
C -44.29 2.27 -13.80
N -44.57 3.49 -13.28
O -44.72 1.19 -13.34
H -43.31 1.46 -15.40
H -43.41 3.21 -15.36
H -45.17 3.58 -12.47
H -44.11 4.29 -13.69
N -39.21 3.52 -11.87
C -40.25 4.30 -12.31
N -41.20 3.65 -13.01
O -40.37 5.49 -11.99
H -38.50 3.96 -11.32
H -39.13 2.56 -12.18
H -41.02 2.73 -13.35
H -41.98 4.23 -13.28
N -40.79 -1.24 -16.94
C -41.91 -0.63 -17.47
N -42.96 -0.58 -16.59
O -41.91 -0.20 -18.61
H -39.97 -1.18 -17.52
H -40.70 -1.49 -15.97
H -43.86 -0.30 -16.95
H -42.84 -1.04 -15.70
C -44.77 1.99 -18.86
C -46.02 1.23 -18.47
C -46.89 0.88 -19.64
O -45.58 0.12 -17.71
H -44.89 2.90 -19.44
H -44.25 1.34 -19.59
H -44.01 2.09 -18.08
H -46.53 1.91 -17.77
H -46.33 0.26 -20.33
H -47.22 1.76 -20.20
H -47.86 0.47 -19.32
H -46.28 -0.54 -17.61
C -39.31 1.54 -15.44
C -38.57 0.71 -14.39
C -37.18 1.27 -14.08
O -39.30 0.90 -13.13
H -39.09 2.60 -15.40
H -40.38 1.34 -15.35
H -39.05 1.13 -16.42
H -38.55 -0.37 -14.56
H -37.25 2.21 -13.55
H -36.60 1.42 -15.01
H -36.49 0.56 -13.61
H -40.04 0.30 -13.22
C -45.16 -2.27 -12.18
C -44.93 -2.13 -13.68
C -46.10 -1.51 -14.42
O -43.81 -1.29 -13.84
H -44.34 -2.73 -11.64
H -46.05 -2.84 -11.89
H -45.42 -1.35 -11.65
H -44.80 -3.14 -14.08
H -47.01 -2.12 -14.40
H -45.85 -1.35 -15.47
H -46.41 -0.59 -13.93
H -44.07 -0.36 -13.65
C -47.98 5.92 -10.41
C -46.85 5.30 -11.23
C -45.66 6.25 -11.24
O -46.49 4.11 -10.53
H -48.46 6.78 -10.88
H -47.63 6.27 -9.44
H -48.80 5.20 -10.32
H -47.24 5.10 -12.23
H -45.93 7.15 -11.80
H -44.77 5.82 -11.70
H -45.39 6.48 -10.21
H -46.01 4.32 -9.72
C -47.47 0.76 -9.82
C -48.09 1.20 -11.16
C -49.18 0.23 -11.60
O -48.67 2.48 -11.01
H -46.70 1.44 -9.49
H -47.04 -0.23 -10.00
H -48.25 0.67 -9.06
H -47.28 1.20 -11.90
H -49.50 0.38 -12.63
H -50.10 0.36 -11.03
H -48.82 -0.80 -11.56
H -47.97 3.07 -10.68
C -42.17 6.62 -18.11
C -42.28 5.11 -17.97
C -40.97 4.40 -17.68
O -43.26 4.77 -16.98
H -41.72 6.93 -17.15
H -43.14 7.09 -18.22
H -41.39 6.97 -18.78
H -42.73 4.69 -18.88
H -40.21 4.70 -18.41
H -41.14 3.32 -17.77
H -40.52 4.60 -16.71
H -42.98 5.21 -16.15
C -42.24 1.21 -8.47
C -42.60 1.15 -9.95
C -42.39 -0.29 -10.46
O -43.99 1.37 -10.03
H -41.31 0.67 -8.26
H -42.97 0.85 -7.74
H -41.99 2.23 -8.14
H -42.02 1.86 -10.55
H -43.14 -0.98 -10.08
H -41.42 -0.69 -10.16
H -42.45 -0.23 -11.55
H -44.25 1.46 -10.95
C -48.53 1.46 -15.73
C -47.63 2.48 -15.03
O -48.19 3.78 -15.29
H -48.21 0.43 -15.55
H -48.62 1.61 -16.80
H -49.55 1.52 -15.33
H -46.60 2.48 -15.39
H -47.66 2.30 -13.95
H -47.52 4.32 -15.70